This record from OMol25 describes a molecular structure, C26H22Br6N4O8 at a distorted geometry. The level of theory is ωB97M-V/def2-TZVPD.

```
66
Properties=species:S:1:pos:R:3:forces:R:3
C 4.3546 -5.7043 -8.0018 -0.9 -0.2 -0.1
Br 4.7909 -7.1326 -6.7427 -0.2 0.8 -0.5
Br 2.6466 -4.7763 -7.4183 1.4 -1.2 -0.7
Br 4.3027 -6.4367 -9.8788 -0.2 0.5 1.4
H 5.1517 -4.9610 -8.0141 -0.3 -0.1 0.2
C 8.5222 -7.0926 -8.1137 0.7 -0.8 0.4
Br 9.5501 -7.2957 -6.3565 -1.1 -0.1 -1.4
Br 7.5772 -8.7111 -8.7669 0.7 0.8 0.7
Br 9.8200 -6.5362 -9.4675 -0.8 0.0 0.6
H 7.7272 -6.3772 -7.9032 0.5 0.1 -0.2
C 2.2901 -3.4215 -10.6662 0.9 -0.6 0.4
C 0.9516 -3.7031 -10.4993 -1.0 1.3 -1.0
C 0.0244 -2.8871 -11.1782 0.6 0.2 -1.4
C 0.4929 -1.9271 -12.1440 0.2 -1.1 1.3
C 1.8734 -1.7388 -12.3169 -0.3 0.4 0.5
C 2.7863 -2.4425 -11.4983 -1.5 0.7 -0.6
N -0.5273 -1.0607 -12.8374 -1.5 1.7 -0.1
O -0.1711 -0.0349 -13.4633 0.1 -2.5 1.2
O -1.7372 -1.3136 -12.6523 2.5 -0.1 -0.3
H 3.0115 -4.0282 -10.1392 -0.1 0.1 0.2
H 0.6455 -4.5057 -9.8448 -0.2 0.1 0.0
H -1.0421 -3.0509 -11.1301 0.0 0.1 0.3
H 2.2124 -0.9747 -13.0007 0.0 0.1 -0.1
H 3.8279 -2.1676 -11.4216 0.1 -0.1 -0.5
C 5.6628 -8.5692 -12.6406 -2.0 1.9 -0.9
C 5.3289 -8.3068 -13.9778 2.7 -1.7 -0.2
C 5.9941 -9.1457 -14.9266 -1.1 0.3 -0.5
C 6.7928 -10.2133 -14.5557 -0.9 0.6 1.8
C 6.9210 -10.4553 -13.1661 2.3 -2.0 -2.4
C 6.4241 -9.6313 -12.2436 -1.0 0.5 1.3
N 7.4391 -11.1096 -15.5452 -0.1 1.7 -0.9
O 7.4907 -10.7151 -16.7070 -0.4 -0.1 0.7
O 7.9371 -12.1239 -15.1579 0.3 -1.0 0.6
H 5.2107 -7.9252 -11.9008 0.1 0.0 0.2
H 4.8089 -7.4343 -14.3451 -0.3 -0.1 0.3
H 5.7705 -9.0255 -15.9764 0.2 0.2 -0.2
H 7.5720 -11.2651 -12.8715 -0.1 -0.3 0.0
H 6.4981 -9.8336 -11.1853 0.3 0.0 -0.1
C 0.9076 0.4554 -4.3702 0.1 -1.7 -1.8
C 1.3619 -0.3489 -5.4636 -0.4 -1.0 1.3
C 1.5898 -1.7347 -5.2791 -0.4 1.9 0.8
C 1.3056 -2.2857 -4.0114 0.7 0.3 -0.8
C 0.8167 -1.5657 -2.9265 0.3 1.9 -1.4
C 0.6541 -0.1505 -3.1602 -0.2 -1.2 0.6
N 1.6599 -3.7013 -3.8349 1.5 -0.9 0.5
O 0.9251 -4.3842 -3.1826 -1.7 -0.3 0.8
O 2.7298 -4.1497 -4.2322 -0.3 1.3 -0.7
H 0.5958 1.4640 -4.5977 0.3 0.2 0.4
H 1.4436 0.0412 -6.4673 0.2 0.2 0.0
H 1.9646 -2.2965 -6.1219 0.0 -0.4 0.2
H 0.5821 -2.0033 -1.9673 0.1 -0.1 -0.1
H 0.2469 0.4887 -2.3908 0.0 -0.2 0.3
C 6.2334 2.0099 -5.6303 -1.1 0.9 -1.4
C 5.0488 1.9590 -6.3909 0.7 -1.5 0.7
C 4.6066 0.7102 -6.8803 0.0 0.6 0.6
C 5.3120 -0.4528 -6.5708 1.7 2.2 0.6
C 6.5398 -0.3409 -5.8231 -1.7 -1.5 -1.4
C 6.9943 0.8774 -5.4155 0.3 0.1 0.0
N 4.7911 -1.7043 -7.0248 -1.9 -3.0 1.6
O 5.1335 -2.7361 -6.4180 1.0 1.4 -0.7
O 3.8315 -1.7627 -7.7871 0.9 1.2 -0.5
H 6.5425 3.0173 -5.3934 0.4 -0.1 0.5
H 4.4737 2.8618 -6.5347 0.0 -0.1 -0.2
H 3.6649 0.6659 -7.4072 0.1 -0.2 -0.2
H 7.1430 -1.2185 -5.6429 -0.1 -0.2 0.0
H 7.9983 0.8847 -5.0176 -0.1 0.4 0.4
```
Forces are in eV/Å.


This record from OMol25 describes a single C5H8O2 molecule at a distorted geometry. The level of theory is ωB97M-V/def2-TZVPD.

```
15
Properties=species:S:1:pos:R:3:forces:R:3
O 2.4554 -0.8259 1.5170 -2.6 -1.4 -2.5
C 1.6573 -1.2785 0.6804 1.7 -0.5 -0.9
C 0.1575 -0.9720 0.5735 -0.5 -1.6 1.5
C -0.5770 -0.5141 -0.7078 -1.0 -1.2 -1.3
C -1.1145 0.9424 -0.5749 -1.3 0.0 -1.0
C -0.0327 1.9413 -0.1554 1.1 -1.6 1.3
O -0.1863 2.9669 0.4356 -0.7 0.8 -0.4
H 1.9681 -2.0604 -0.1902 0.0 1.4 1.8
H 0.0854 -0.1496 1.2259 -0.5 0.8 1.5
H -0.3581 -1.9136 1.0962 1.0 2.0 -1.1
H -1.5338 -1.1628 -0.9105 2.0 1.0 0.4
H 0.0870 -0.6631 -1.5829 -0.4 0.2 0.3
H -1.9045 0.8593 0.2079 0.7 0.6 -0.2
H -1.7394 1.3073 -1.4999 1.5 -0.7 1.4
H 1.0355 1.5229 -0.1148 -0.8 0.2 -0.9
```
Forces are in eV/Å.

Values from the calculation:
SMILES: O=CCCCC=O


Ordered E_HOMO results: -10.000, -9.991; unit eV.
Ordered energy relative to the best compared isomer or geometry (same formula, charge and spin) results: 59.44, 51.00; unit kcal per mole.
Ordered orbital gap results: 8.612, 10.582; unit eV.